Entry a
Computed, not measured: 9 unconnected molecules or ions with the total composition C60H129N6O6, with ωB97M-V/def2-TZVPD.

XYZ file:
```
201
Properties=species:S:1:pos:R:3:lowdin_charge:R:1
H 1.88955 0.61920 1.19334 0.079
H 4.24731 4.82466 -2.86688 0.131
H 6.12972 -2.09027 2.40358 0.135
C 0.52076 2.21871 1.05331 -0.774
C 5.42387 -2.03534 5.04302 -0.101
H -1.70466 3.33560 -2.35934 0.035
C 1.78010 1.66256 1.49670 -0.036
C 0.66279 -5.86217 -0.11739 -0.241
H -3.39734 7.99646 2.34755 0.145
H -0.90042 -0.80145 0.67939 0.080
H -4.35696 -3.42029 3.91271 0.119
H -1.52859 -0.67867 5.49063 0.141
H -0.85761 -0.14618 3.07113 0.107
H -3.97252 -2.04078 -4.66464 0.173
C -2.76285 3.41754 -2.18791 -0.073
N -2.33567 -1.35673 2.10629 -0.230
O -0.62291 1.71893 -3.35509 -0.058
H 5.55975 -0.00636 1.26135 0.102
O 2.56208 -3.24047 3.26429 -0.057
H -3.82271 -0.85499 -0.11441 0.118
H 0.30313 -6.14034 2.69388 0.096
H 4.30082 -6.64532 3.45807 0.129
C -3.89440 -2.46400 3.73509 -0.152
H 0.89676 -9.57980 1.59768 0.146
C 4.30310 -1.44762 0.15840 -0.078
H 0.61816 -6.14075 -2.28778 0.094
C -1.60240 7.13053 3.04123 -0.188
H 1.79871 1.62881 2.54857 0.054
H -3.13060 -0.53228 -3.99763 0.072
H -2.89283 -0.09020 4.60566 0.134
H 6.62733 -0.03189 7.57783 0.122
C 0.09812 0.16469 -1.72118 0.014
H -6.22693 1.22481 -6.35147 0.122
H 0.54936 -2.40338 4.88865 0.065
C -2.71456 4.23920 0.13330 -0.163
C 0.79231 -3.48952 4.83637 0.000
C -2.15960 5.81587 3.53425 -0.149
H 1.62574 3.97765 -1.52431 0.097
H -1.61056 4.00183 0.21502 0.128
C 3.74365 -0.37252 4.24233 0.034
H -0.54316 6.99216 2.68132 0.143
H -0.47922 5.48162 -3.93084 0.093
C 1.40435 -3.64015 3.38192 -0.711
H -5.04020 5.25281 0.87208 0.113
H -3.16180 5.97114 3.90186 0.107
H -1.06813 -0.38169 -5.63463 0.110
H 1.54544 -9.34196 3.94317 0.121
C -6.41222 -0.36990 -4.93358 -0.196
H -3.09860 -2.31505 -6.66639 0.134
C -2.14510 -0.93558 4.59428 -0.196
N -3.65845 -0.38548 -6.02611 -0.251
O -2.13572 0.35879 -2.54639 -0.106
O 0.53628 3.10369 0.16888 -0.059
H 1.56209 -7.84024 -0.33906 0.150
H -2.17571 -3.00433 4.96200 0.106
C -3.98016 -0.88697 -4.58802 -0.088
H -0.91214 -6.54134 -1.42567 0.063
C 2.34839 -9.43689 3.19673 -0.165
H 2.87124 2.09273 -2.30228 0.121
H -4.05598 1.66858 -5.85694 0.105
H 2.38205 -5.71165 2.00819 0.118
H -3.21956 3.53453 -3.14900 0.080
H -3.75689 -2.74919 1.51258 0.159
C -2.46037 7.58601 1.89110 -0.197
C -2.71512 6.67882 0.76354 -0.088
H 7.28887 1.31618 5.59857 0.127
C 3.47278 2.73457 -2.98502 -0.158
C -0.93504 0.81026 -2.59020 -0.711
H 3.83657 -0.19008 1.81727 0.073
H 3.10809 -1.17964 3.91192 0.076
H 2.64723 -6.72000 4.13792 0.114
H -4.56203 -0.14603 -7.88573 0.146
H 1.47909 6.90670 -7.48673 0.085
C 2.25503 4.69597 -2.02911 -0.128
O 0.69902 -4.08452 2.41751 -0.115
C 1.83405 -9.03395 1.81679 -0.089
C 6.44415 0.64789 5.63054 -0.189
C 2.72664 2.96608 -4.28252 -0.165
C 2.13908 6.06094 -4.12943 -0.129
H -2.28534 3.73549 2.62892 0.138
N 5.18936 -0.86038 4.04026 -0.184
C -4.86052 0.97701 0.33330 -0.080
H -2.98996 5.45115 -1.60863 0.096
C 0.87829 -7.27701 0.34265 -0.139
H 2.35024 5.69032 -1.51628 0.155
H 2.68385 -9.25056 1.14968 0.147
C -4.89007 -0.52167 -6.91064 -0.089
C 3.54092 -8.60139 3.60127 -0.193
H -3.48126 -2.12804 5.81013 0.129
C -0.07679 -5.87657 -1.46597 -0.077
C -1.36774 -1.41487 -5.85580 -0.228
H 2.63470 2.27200 1.10019 0.104
H -5.65069 0.50417 0.97855 0.093
H 5.08925 -2.11473 -0.19963 0.074
H 0.97763 -0.03417 -2.27513 0.067
H 4.03421 3.96457 -1.32624 0.118
H 2.57286 5.77410 -6.87193 0.076
H 0.19670 -5.30070 0.68844 0.078
H -1.97494 8.37472 1.36292 0.118
H 1.54395 -3.62659 5.61261 0.070
H -0.80730 -1.92095 3.40076 0.098
H -0.94522 -2.53042 1.28771 0.079
H 0.92387 3.82339 -5.03084 0.123
H -4.67873 -1.73701 3.57808 0.109
H -0.12412 -7.77260 0.25827 0.144
H 0.28637 0.82458 -0.89954 0.046
H 0.71160 -7.52008 3.72044 0.082
C 2.69907 -6.77996 2.01336 -0.100
H -6.96562 -0.13480 -6.93617 0.116
H 4.06734 -0.67739 -0.63050 0.092
H -5.34305 -0.69627 -3.11314 0.120
H 0.54354 5.73424 -5.47245 0.094
C 0.09199 5.49317 -3.01324 0.013
C 0.41243 -7.25395 2.73147 0.002
H -4.57218 4.10267 2.16810 0.113
H -2.27708 -3.39001 2.48204 0.140
H -2.59303 1.27521 -6.88430 0.133
C -2.07273 4.78608 2.35522 -0.085
C 6.63568 -0.44991 6.57779 -0.166
C -0.36690 -2.15656 -6.73658 -0.089
H -7.27162 0.16096 -4.59087 0.115
H 7.24814 -0.44197 3.96021 0.130
H -2.39565 -1.05535 -7.63196 0.130
C 6.36495 0.11521 4.20103 -0.087
H 1.61888 -5.35195 -0.27388 0.117
C 3.59651 4.11976 -2.30365 -0.166
H 6.29752 0.95355 3.50595 0.133
H -0.08775 -4.10780 4.90698 0.054
C -2.65673 -1.32680 -6.63006 -0.175
C -3.24174 4.48772 -1.21585 -0.224
C -3.21842 -0.06076 1.93190 -0.063
H 4.37135 -2.33333 2.75210 0.091
H -2.62750 0.76715 2.21975 0.095
N 1.48166 4.98285 -3.29053 -0.246
H 4.62069 -1.17684 6.90816 0.097
H -0.77850 -3.09509 -7.14418 0.087
C 2.05435 6.68640 -6.57871 -0.100
C -3.10182 -2.63596 2.44939 -0.091
H 2.77504 7.50638 -6.48216 0.088
H 4.44885 -8.88861 3.08023 0.116
H 3.56364 0.48216 3.58310 0.080
C -5.22526 -0.20173 -4.06743 -0.183
H 6.26654 -2.62956 4.78761 0.130
H -0.26440 -0.76617 -1.22504 0.069
H 3.03914 5.73965 -4.67440 0.119
C 5.50268 -1.56217 6.46536 -0.126
H 0.70274 2.97664 -3.51035 0.096
H -3.14801 3.29844 0.36178 0.094
H 2.40336 2.04342 -4.79447 0.134
H 0.74218 7.51773 -5.06895 0.127
N -3.01800 5.22927 1.24267 -0.225
H -4.63172 5.86907 2.43418 0.084
C -6.13299 0.13748 -6.32767 -0.167
H -4.63865 1.95965 0.75199 0.043
C -3.59233 0.09674 0.44277 -0.228
H 4.60414 -2.68057 4.81123 0.105
H -0.36357 4.83208 -2.26102 0.091
C 5.18720 -1.58516 2.61245 -0.096
C 4.75227 -0.70217 1.41896 -0.233
H 5.65505 -2.40006 7.09396 0.111
H -2.55739 1.17659 -5.05481 0.084
H -5.13239 -1.53940 -7.01766 0.120
H -2.96518 2.39311 -1.83739 0.066
O -0.54662 1.68916 1.51532 -0.079
H 3.34906 -7.05182 1.20361 0.137
C -3.16369 1.02344 -5.95254 0.029
C -1.41867 -1.01953 3.30529 -0.113
C 1.25902 6.56696 -5.28764 -0.237
H -1.89197 6.64483 0.09167 0.124
H -0.51549 -7.86409 2.52059 0.141
C -1.49884 -1.68003 0.91010 -0.001
C 1.38815 3.64180 -4.07681 -0.092
H 3.50372 -2.12874 0.43293 0.069
H 2.39252 6.87040 -3.40885 0.146
H 3.34686 3.51609 -4.97349 0.108
H -1.67676 7.88436 3.80469 0.119
H 3.55106 -0.03031 5.26774 0.107
H 2.76784 -10.40391 3.14656 0.113
H -1.54835 -1.88383 -4.86942 0.121
H -3.59313 7.00249 0.18176 0.149
C -4.41495 5.09409 1.75366 0.034
H -5.16895 1.02420 -0.72892 0.080
H -0.05343 -1.56851 -7.62500 0.092
H -2.12523 -1.88847 -0.00886 0.118
H 4.45401 2.29735 -3.11068 0.112
H -4.07149 -0.28447 2.51827 0.092
H 0.56147 -2.42515 -6.25753 0.069
H -5.02645 0.84827 -3.84381 0.125
H 5.57403 1.25681 5.85168 0.122
H -0.46919 -4.87384 -1.63536 0.071
C -2.90548 -2.19443 4.87636 -0.181
H 3.88334 -8.70583 4.66340 0.138
H -4.31729 4.39438 -1.16622 0.113
H -6.69353 -1.43428 -4.99246 0.135
N 1.43986 -7.55219 1.72961 -0.273
H 7.56656 -0.93066 6.43688 0.109
H -2.84700 0.59632 -0.15639 0.076
H -1.05600 4.83807 1.97875 0.125
C 3.31547 -7.11186 3.36393 -0.162
H -1.47533 5.47051 4.30432 0.123
H 0.13324 6.55498 -2.64112 0.131
```

HOMO energy, eV: -13.2
Orbital gap, Eh: 0.32338
Net charge: +3

Entry b
Computed, not measured: 9 unconnected molecules or ions with the total composition C60H129N6O6, with ωB97M-V/def2-TZVPD.

XYZ file:
```
201
Properties=species:S:1:pos:R:3:lowdin_charge:R:1
H -4.36507 0.47930 -4.95744 0.136
H 4.52126 -0.34850 -3.20954 0.089
H 3.73003 0.67111 6.61906 0.103
H 1.21335 4.97204 1.54553 0.119
H 4.29045 -3.24735 4.53355 0.094
H 3.49279 -2.98020 0.75659 0.120
H -0.52404 6.42432 2.42538 0.110
C -4.63494 4.29052 4.03166 -0.081
C -1.79199 6.62063 0.66280 -0.102
H 0.20553 -0.91212 1.53148 0.066
H 4.11481 2.99945 7.68631 0.130
C -1.89181 -3.84426 -2.37240 -0.131
H 1.74435 3.55779 8.42775 0.133
H -3.44074 -3.67805 -0.07308 0.069
C 0.76896 1.19921 -5.15368 -0.217
C -0.89409 -2.62916 -5.14583 -0.158
H -1.80317 -6.65342 -4.54174 0.115
H 5.96974 1.89197 -3.52395 0.120
H -3.87625 3.90974 4.71539 0.069
H -0.21884 -0.17315 4.82313 0.126
H 2.52975 -2.24785 2.20923 0.115
H 2.52389 -5.87903 2.19548 0.136
H -4.47016 4.60413 0.00498 0.082
H -5.80511 1.71958 -2.84110 0.136
H 2.28728 0.43279 4.53659 0.128
C -3.81064 5.46754 -0.08240 0.001
H 5.92929 -2.77155 0.62782 0.118
H 4.07623 0.58645 -4.52216 0.116
H 0.67241 5.15398 -0.09822 0.116
H 0.17926 7.32076 1.12258 0.129
O 3.27795 -4.82808 -1.47661 -0.061
N 2.11867 2.18412 -3.04012 -0.211
C -0.37129 0.75011 5.38211 -0.116
C 0.87809 2.38381 -2.17167 0.000
H 2.58444 2.30608 -5.14230 0.116
H 2.78588 0.71478 -1.66645 0.119
C -0.16751 -0.34154 -0.47904 -0.784
H 4.47344 -1.96444 -1.50377 0.072
C 4.09111 0.62778 -3.43305 -0.135
H -1.75697 -4.54078 -5.64868 0.136
H 3.62821 -2.12564 -2.94169 0.057
H 1.61306 -0.36163 0.80820 0.054
H 5.25930 1.70035 -1.87531 0.123
C -0.49394 3.88892 1.01957 -0.199
C -0.43553 6.44715 1.33923 -0.113
C -7.14899 -1.22065 -2.40151 -0.199
C 4.73436 -4.72447 2.31144 -0.095
H -2.93831 -3.44772 -4.80815 0.120
H -3.20392 -5.65359 -4.10369 0.103
C -2.98112 2.16187 -3.16706 -0.193
H -2.12414 -2.79108 0.14097 0.066
O -1.04984 0.48879 -0.09627 -0.087
C 1.67942 2.35022 -4.53642 -0.045
N -1.50906 -4.58568 -3.66456 -0.210
H -3.00894 -1.20015 -1.98090 0.083
C -0.84583 1.82618 4.33588 -0.202
C 2.10043 1.21072 5.27687 -0.103
H 0.08244 0.94641 -4.34567 0.067
H 4.63163 -5.01937 1.26713 0.142
H -3.49130 5.60625 -1.11530 0.112
H 2.52648 -3.04666 4.39213 0.076
C 0.32254 5.11238 0.93327 -0.154
H 0.91571 -4.45217 3.81265 0.101
H -0.53488 -4.38461 -0.94502 0.109
H 0.26810 -5.53984 -2.69688 0.133
C 4.64937 -1.77269 2.10789 -0.130
H 2.73346 -2.37096 -1.42147 0.050
C -5.12222 1.13832 -2.22150 -0.081
H -3.48071 2.85905 -3.83970 0.131
C 4.04198 -4.00728 -1.94189 -0.834
C 2.28549 -4.81916 2.10635 -0.122
C 3.37060 -3.69510 4.15740 0.071
C 5.05617 1.75810 -2.94465 -0.138
H 1.26496 2.30745 -1.15550 0.085
H 1.84569 -0.00178 7.87446 0.095
H -6.48925 0.11647 -3.96941 0.128
H -0.05929 3.01896 0.52727 0.088
H 0.38848 -3.74151 2.37394 0.101
H 2.20384 1.92077 8.68486 0.115
C -3.03104 5.21260 2.30235 -0.064
H -4.51476 -2.14208 -2.28589 0.087
H -1.72156 -5.57473 -0.94732 0.113
C 0.98051 -3.87538 -3.79369 -0.148
H -5.56806 3.77176 4.25133 0.082
H 2.13975 -0.08031 -3.10137 0.106
H 0.07920 1.64956 -2.27525 0.068
C -4.30338 4.20945 2.51174 -0.177
C 1.16508 -0.27449 7.06792 0.051
H -4.79101 5.34254 4.27036 0.081
H 4.17595 1.71434 5.28989 0.111
C 2.89922 1.96826 1.36279 -0.042
H -0.47166 0.52258 -6.79546 0.068
H -2.47558 3.17749 0.70124 0.104
H -2.86798 1.10817 4.09569 0.082
H -2.22704 -4.36123 1.06774 0.075
H 0.57104 3.02407 6.31348 0.121
H 1.37038 0.29156 -5.20440 0.094
C 0.16719 -5.87889 2.52388 -0.118
H -9.08569 -2.20620 -2.31309 0.083
C -1.89634 -3.75083 -4.91067 -0.082
H 4.26409 3.29929 -4.34609 0.114
H 0.56851 -6.71773 3.09256 0.090
H -0.13392 2.14401 7.67793 0.138
H -1.08707 0.52001 6.17130 0.127
H -0.56978 3.56129 2.05640 0.093
H 1.21992 -2.18169 -5.03805 0.101
C 6.01097 -3.88069 2.48814 -0.165
H 1.00930 -1.92194 0.30031 0.064
O 5.23342 -4.27026 -2.33801 -0.084
C 0.16888 1.36540 -6.53574 -0.083
C -1.61436 -4.49473 -1.04836 -0.208
H -6.76505 -2.02872 -1.77884 0.101
C -1.98366 1.22826 3.46986 -0.066
H 0.15994 -6.28641 1.51295 0.086
C -3.82499 -0.02277 -4.15472 -0.034
C -6.08135 -0.74372 -3.43857 -0.142
H -8.95495 -1.05733 -3.71747 0.081
C 2.69493 0.78945 -2.75008 -0.090
N 3.45547 -3.92856 2.55717 -0.213
H -1.95067 0.28661 -3.20434 0.087
C 5.94077 -2.58120 1.70101 -0.140
H 1.25570 3.35158 -4.46009 0.128
O -0.01400 -0.78907 -1.63235 -0.066
H 0.04526 2.01818 3.73823 0.084
H 0.21848 -0.61972 7.48367 0.101
H 3.24150 3.55320 6.30960 0.124
H 1.84778 2.24772 1.42961 0.040
H 4.42512 -0.86818 1.54250 0.109
N -2.59717 5.35100 0.81205 -0.248
C -4.09544 -1.21510 -1.89478 0.057
H 2.25742 -4.77741 1.01751 0.124
H -2.39769 7.46727 0.98597 0.143
C -2.60008 0.89518 -3.83364 -0.166
H -1.67965 0.27496 3.03757 0.073
H -0.84443 -5.84229 2.92810 0.082
C 2.03272 2.65183 7.89468 -0.165
H -2.04763 1.12339 -4.74513 0.108
H -4.47954 -0.96638 -0.90548 0.115
N -4.77068 -0.20605 -2.87068 -0.218
C -3.86217 2.03429 -1.95157 -0.150
H -1.14556 -2.00825 -6.00568 0.114
C 4.39087 3.10854 -3.28043 -0.189
H -1.77485 4.03795 -0.69871 0.123
H 2.93954 1.09728 2.01691 0.032
C 0.78003 2.30604 7.10649 -0.056
C 3.42922 1.56301 6.06937 -0.137
H -2.25792 1.92625 2.67886 0.041
O 4.60335 2.77975 2.82578 -0.053
H 3.25289 3.23348 -1.46231 0.126
H 0.89812 -3.24289 -2.90979 0.101
H 6.79576 -4.54685 2.12978 0.131
C -1.89010 4.04086 0.38519 -0.080
H -2.07489 2.68856 -2.86798 0.101
H 1.98955 -4.26353 -3.93248 0.132
H 2.73529 4.22494 -2.86789 0.137
C 3.67219 -2.55906 -1.94254 -0.067
C -2.19613 -5.94738 -3.81017 0.015
H -4.21471 2.98766 -1.55799 0.094
H -3.34511 1.62180 -1.08521 0.096
O 3.97241 4.09729 1.17367 -0.070
H -7.40009 -0.37189 -1.76537 0.101
C -8.44741 -1.79385 -3.09454 -0.063
H -2.21945 -6.50366 -2.87309 0.102
H 6.86679 -2.05660 1.93635 0.121
C 0.01432 -5.03267 -3.62773 -0.080
H 5.12604 3.88617 -3.07331 0.134
C 3.45765 -2.63775 1.79080 -0.131
H -0.89744 -1.91986 -4.31819 0.085
C 0.92018 -4.62151 2.73590 -0.251
C 3.87489 3.07127 1.87203 -0.804
H 3.25160 1.70761 0.36480 0.048
H 4.67459 -1.43127 3.14273 0.110
C 3.27634 2.74356 7.03855 -0.165
H -5.81543 -1.45963 -4.21631 0.131
H 4.90495 -5.58108 2.96352 0.141
H 0.49487 3.36039 -2.46754 0.099
H -3.38036 6.20394 2.59101 0.130
H -0.45396 2.24784 -6.68229 0.080
H -5.69722 0.86612 -1.33642 0.121
H 6.31995 -3.66183 3.51027 0.114
H -1.45717 -2.85325 -2.50316 0.103
H 0.19135 -5.79405 -4.38737 0.135
H -3.96286 3.24191 2.14292 0.076
C 0.70324 -0.90898 0.56175 -0.036
H 1.51493 -1.09493 6.44134 0.097
H 1.02056 1.40307 -7.21495 0.089
H -4.35529 6.33644 0.28703 0.119
N 0.90283 1.00434 6.19420 -0.234
H -1.63201 6.66791 -0.41436 0.136
H 3.06424 -4.67678 4.51875 0.105
H -1.07568 2.79537 4.77853 0.100
C 0.61183 -3.08482 -5.08966 -0.129
H 1.89069 2.15112 4.76721 0.117
H -5.15402 4.60468 1.95649 0.098
H -8.13165 -2.61768 -3.73462 0.075
H 0.76443 -3.76385 -5.92856 0.121
H -2.94949 -3.64555 -2.54541 0.103
H -3.57468 -1.03141 -4.48348 0.110
C 3.10648 3.25320 -2.54225 -0.105
H -2.13793 4.96610 2.87654 0.118
C -2.38140 -3.85002 0.11750 -0.061
```

HOMO energy, eV: -11.6
Orbital gap, Eh: 0.21888
Net charge: +3

Looking at the structures above, which would you pick as the most stable? I would pick entry a.